No. 1
# C42H70N2O26

A 10-piece molecular cluster, C42H70N2O26 overall (wB97M-V/def2-TZVPD, the Open Molecules 2025 dataset).

M = 1019.01 g/mol
total charge = 0
HOMO level = -8.445 eV
orbital gap = 8.42 eV
relative energy (zero: lowest compared OMol25 entry of this formula, charge and spin) = 419.7 kJ/mol
2S+1 = 1

Last column: Mulliken charge in e.
Element x y z (Å)
O 3.06 -9.61 0.51  -0.34
O 7.11 3.05 -7.89  -0.33
O 9.30 3.38 2.25  -0.56
O 0.78 6.16 -3.07  -0.54
O -2.87 1.17 -9.74  -0.60
O 2.27 4.02 12.41  -0.53
O -7.32 -0.11 -2.45  -0.47
O -2.04 -7.39 -8.56  -0.32
O 7.28 0.80 -8.04  -0.51
O 8.71 1.96 0.64  -0.33
O -2.79 2.85 -11.25  -0.31
O -2.66 3.40 -9.16  -0.31
O 0.54 -1.73 -2.32  -0.30
O 4.61 -10.01 -0.94  -0.31
O 9.23 3.93 -0.08  -0.34
O 4.36 -11.53 0.80  -0.56
O 7.96 -4.56 5.65  -0.34
O 5.25 1.83 -8.01  -0.32
O 1.11 5.08 -1.12  -0.32
O 2.41 -1.59 -0.92  -0.55
O 8.29 -6.32 4.30  -0.54
O -1.29 -8.97 -7.15  -0.57
O -0.97 5.09 -1.90  -0.33
O 2.46 -2.71 -2.98  -0.32
O 6.19 -5.58 4.88  -0.32
O -3.55 -8.85 -7.81  -0.31
N -8.71 -0.23 -2.13  0.14
N 2.71 3.52 11.24  0.34
C 9.05 1.74 -0.72  -0.41
C 1.86 -1.88 -2.02  0.65
C -8.53 1.54 -0.40  -1.81
C 2.80 2.99 8.35  -1.03
C -2.85 2.40 -10.03  0.72
C 0.33 3.87 10.05  -1.45
C 1.54 2.89 10.51  1.09
C 0.99 1.62 11.32  -1.73
C -10.76 0.68 -0.84  -1.45
C 3.21 5.79 10.20  -1.52
C -8.92 -2.70 -2.59  -1.73
C 4.92 3.20 -8.28  -0.19
C -10.82 -0.55 -0.01  -0.52
C -9.40 0.94 -1.48  1.83
C 0.18 -2.66 -3.29  -0.39
C 6.86 -3.73 5.99  -0.28
C 0.32 5.48 -2.16  0.69
C 6.59 1.78 -7.93  0.65
C -2.23 -8.43 -7.78  0.69
C -3.16 -7.27 -9.48  -0.32
C 4.05 -10.49 0.17  0.70
C -2.73 4.64 -9.87  -0.28
C 3.62 4.36 10.48  1.60
C -9.65 1.93 -2.67  -1.48
C 0.32 4.79 -0.01  -0.25
C 1.97 2.05 9.27  -1.09
C 2.86 -8.63 -0.47  -0.30
C -4.26 -8.10 -8.76  -0.21
C 9.06 3.19 1.04  0.73
C -10.39 -1.71 -0.91  -1.31
C 3.95 3.70 9.16  -1.05
C 8.96 3.20 -1.32  -0.28
C 5.67 -4.49 5.58  -0.18
C -2.50 4.17 -11.35  -0.33
C -1.12 4.66 -0.56  -0.35
C -8.92 -1.58 -1.49  1.17
C 6.17 3.96 -8.09  -0.28
C 4.97 4.35 11.21  -1.90
C 1.49 -3.09 -4.02  -0.25
C -7.99 -1.97 -0.35  -1.51
C 4.22 -8.69 -1.14  -0.30
C 7.56 -5.51 4.84  0.68
H 6.94 -3.70 7.08  0.22
H 5.13 -4.74 6.49  0.23
H -4.96 -7.45 -8.22  0.27
H -8.04 -2.80 -3.22  0.36
H 4.51 3.41 -9.27  0.26
H -11.50 0.83 -1.63  0.46
H -0.35 3.29 9.43  0.40
H -9.12 1.92 -3.63  0.25
H 0.16 1.11 10.83  0.36
H -1.50 4.30 -11.78  0.27
H 6.47 4.55 -8.96  0.22
H -10.51 -2.62 -0.32  0.51
H 3.29 2.45 7.55  0.43
H 1.58 -2.78 -5.06  0.32
H 2.16 5.82 9.92  0.24
H 0.80 4.59 9.38  0.39
H -0.23 4.41 10.82  0.25
H -8.14 0.82 0.32  0.35
H 2.63 -7.68 0.02  0.29
H -9.23 -3.72 -2.36  0.33
H -9.45 2.92 -2.27  0.43
H 9.73 3.12 -2.09  0.30
H -1.85 5.21 0.04  0.26
H -3.22 4.64 -12.02  0.26
H -9.67 -2.31 -3.29  0.48
H 7.04 -2.74 5.58  0.26
H 4.91 -7.93 -0.77  0.28
H -10.92 1.48 -0.12  0.34
H -1.94 5.38 -9.77  0.29
H 0.37 3.73 0.22  0.24
H -11.87 -0.84 0.04  0.36
H 4.37 4.36 8.40  0.41
H -2.79 -7.51 -10.48  0.25
H 10.08 1.43 -0.92  0.29
H 4.72 2.96 9.38  0.42
H 5.69 4.69 10.46  0.38
H 3.23 6.59 10.94  0.36
H -7.46 0.21 -3.35  0.39
H -0.39 -3.46 -2.81  0.28
H -7.56 -1.12 0.18  0.31
H 7.94 3.40 -1.66  0.28
H 8.26 1.12 -1.14  0.31
H 2.07 -8.87 -1.18  0.25
H 3.81 6.27 9.42  0.37
H -7.15 -2.44 -0.85  0.38
H 2.60 1.17 9.38  0.41
H -3.40 -6.21 -9.60  0.25
H 4.94 4.96 12.11  0.43
H 1.12 1.87 8.61  0.37
H 2.86 3.59 13.04  0.38
H 4.26 3.58 -7.50  0.26
H 4.97 -3.91 4.97  0.26
H -4.81 -8.59 -9.55  0.28
H -7.75 2.12 -0.89  0.37
H -8.48 -2.57 0.42  0.32
H -10.41 -0.45 1.00  0.33
H 6.18 4.63 -7.22  0.23
H 2.06 3.63 7.87  0.36
H 1.75 0.86 11.44  0.43
H -9.07 2.25 0.23  0.44
H 0.49 5.56 0.75  0.33
H -0.40 -2.28 -4.13  0.31
H -11.07 -1.75 -1.76  0.43
H -10.68 2.21 -2.88  0.33
H 3.94 -8.35 -2.13  0.30
H 0.68 1.98 12.30  0.41
H -3.72 5.08 -9.72  0.28
H 5.27 3.31 11.31  0.46
H 1.25 -4.15 -4.09  0.25
H -1.36 3.61 -0.68  0.27

No. 2
# C42H75F24N9O12

A 12-piece molecular cluster, C42H75F24N9O12 overall (wB97M-V/def2-TZVPD, the Open Molecules 2025 dataset).

M = 1354.06 g/mol
total charge = 0
HOMO level = -9.032 eV
orbital gap = 9.42 eV
2S+1 = 1

Last column: Mulliken charge in e.
Element x y z (Å)
F 4.18 -20.28 -0.21  -0.20
F 4.77 -28.50 11.41  -0.32
F 7.07 -22.14 -2.33  -0.12
F 2.79 -28.68 1.83  0.04
F 5.88 -26.24 5.04  0.02
F 7.38 -28.15 11.81  -0.29
F 0.48 -32.73 3.83  -0.27
F 3.57 -28.44 3.81  -0.05
F 5.32 -29.08 0.87  -0.25
F 7.44 -19.74 -4.81  -0.31
F 6.21 -28.50 6.46  -0.34
F 6.08 -29.10 2.93  -0.31
F 4.32 -17.31 -2.14  -0.29
F 7.31 -25.76 6.63  -0.38
F 6.01 -21.31 -4.61  -0.29
F 4.62 -26.44 10.55  -0.24
F 7.45 -26.22 10.79  -0.23
F 3.67 -17.60 -0.06  -0.23
F 3.98 -32.95 3.63  -0.33
F 8.55 -20.51 -2.47  -0.30
F 4.32 -27.64 7.01  -0.21
F 2.60 -32.82 1.96  -0.28
F 5.83 -18.83 -0.41  -0.34
F 1.87 -32.93 5.41  -0.23
O 2.40 -21.50 4.29  -0.73
O 3.86 -30.40 2.66  -0.51
O 5.06 -20.11 -2.16  -0.24
O 2.61 -26.28 -2.40  -0.79
O -1.30 -27.32 0.71  -0.60
O 7.40 -21.12 4.11  -0.66
O 0.71 -30.16 5.55  -0.62
O 2.65 -25.20 7.87  -0.60
O -1.99 -26.11 5.59  -0.62
O 6.08 -27.36 8.38  -0.35
O 4.58 -31.13 -3.05  -0.68
O 4.50 -25.37 2.02  -0.43
N -1.51 -24.14 4.54  -0.11
N 2.79 -24.19 2.96  0.69
N 2.77 -30.51 -1.89  -0.08
N 0.42 -26.77 -0.61  0.20
N -1.30 -29.17 5.89  0.06
N 8.30 -23.20 4.35  -0.08
N 0.75 -25.21 9.08  -0.08
N 3.75 -24.41 -1.75  0.21
N 4.41 -21.85 5.23  0.14
C 0.93 -25.70 0.27  -0.01
C 6.03 -26.16 6.37  1.14
C -0.55 -25.74 9.55  -1.02
C 3.77 -29.06 2.62  0.91
C -0.71 -27.44 -0.35  0.67
C 3.92 -24.30 2.18  0.62
C 5.67 -28.31 9.36  -0.92
C 2.26 -25.39 3.61  0.28
C 9.07 -21.58 5.89  -1.34
C 7.73 -21.34 -3.16  0.01
C 1.75 -33.15 4.14  -0.05
C -0.10 -29.30 5.28  0.45
C 6.77 -20.45 -3.88  0.90
C 1.20 -27.08 7.52  -0.05
C 4.72 -19.39 -1.05  0.66
C 5.42 -27.56 10.66  1.01
C 4.78 -26.61 -1.46  -1.01
C 1.93 -30.50 -0.74  0.40
C 3.88 -32.63 -1.33  -1.01
C 4.08 -19.75 4.01  -1.00
C -0.70 -23.52 5.62  -0.67
C 5.67 -27.44 7.09  0.46
C 7.73 -23.69 3.09  -0.55
C 8.17 -21.91 4.68  0.74
C -1.94 -25.40 4.58  0.72
C 3.76 -18.22 -1.27  0.26
C 3.52 -21.08 4.52  0.52
C -1.78 -30.14 6.84  -1.06
C -1.18 -28.45 -1.38  -1.21
C 2.76 -30.94 3.39  -0.91
C 3.61 -25.77 -1.93  0.71
C 5.12 -28.54 2.08  0.61
C 3.78 -31.36 -2.16  0.70
C 2.76 -32.41 3.29  1.15
C 2.77 -23.46 -2.21  -0.71
C 4.00 -23.10 5.90  -0.34
C 5.98 -19.40 -3.05  -0.97
C 1.58 -25.74 8.17  0.16
C 6.62 -27.05 11.47  -0.02
C -2.50 -25.86 3.30  -1.08
C 0.12 -28.35 4.10  0.80
C 4.42 -23.01 1.54  -1.37
H 4.29 -32.39 -0.32  0.15
H 3.95 -23.91 5.22  -0.40
H 8.44 -23.53 2.29  0.36
H 2.77 -23.32 -3.33  0.31
H -0.94 -25.08 10.28  0.40
H -0.69 -22.42 5.59  0.36
H -1.72 -29.24 -0.90  0.35
H 2.90 -33.08 -1.13  0.37
H 1.77 -34.23 4.00  0.30
H 1.83 -30.64 2.88  0.08
H 1.08 -26.78 6.48  -0.27
H -3.15 -25.09 2.85  0.47
H -0.09 -28.94 3.25  0.85
H -1.16 -23.85 6.54  0.27
H -1.94 -28.45 5.61  0.12
H -2.05 -29.60 7.76  0.31
H 1.98 -27.84 7.65  0.21
H 2.89 -26.21 3.38  -0.26
H 3.81 -19.55 3.01  0.25
H 0.94 -30.91 -1.04  0.22
H -0.30 -28.92 -1.94  0.22
H 0.47 -25.87 1.20  -0.73
H -0.43 -27.37 4.10  -1.02
H 2.39 -31.14 0.04  -0.29
H 4.49 -33.34 -1.85  0.36
H 1.98 -25.97 0.38  0.10
H 5.29 -23.15 0.94  0.59
H 5.33 -18.73 -3.65  0.43
H 5.17 -19.88 3.90  0.25
H 1.16 -28.07 4.03  -0.64
H 3.06 -22.99 6.45  0.26
H 2.28 -25.22 4.76  -0.36
H 2.72 -30.58 4.42  0.42
H 4.73 -28.80 9.15  0.42
H 6.12 -26.46 12.20  0.35
H 1.95 -29.49 -0.23  -0.32
H 2.46 -23.29 3.32  0.16
H -1.75 -26.10 2.56  0.17
H 1.24 -25.59 3.28  -0.32
H 0.22 -27.42 7.84  0.46
H 0.90 -26.85 -1.52  0.25
H 5.70 -26.08 -1.65  0.44
H 4.70 -24.08 -1.54  0.08
H 4.82 -27.60 -1.95  0.35
H 5.46 -25.33 6.75  -0.52
H 6.55 -28.90 9.62  0.36
H 0.60 -24.79 -0.12  0.44
H 7.63 -24.75 3.27  0.32
H -0.41 -26.74 10.01  0.32
H -1.31 -25.83 8.74  0.25
H -2.60 -30.75 6.47  0.34
H 3.72 -18.90 4.70  0.32
H 8.84 -23.83 4.93  0.26
H 2.80 -18.58 -1.69  0.29
H 1.80 -23.78 -1.95  0.27
H 2.98 -22.45 -1.79  0.08
H 8.36 -21.78 -3.91  0.30
H 6.74 -23.27 2.97  -0.13
H 3.58 -22.51 0.97  0.30
H 4.75 -23.40 6.65  0.55
H 2.96 -29.72 -2.49  0.23
H 4.70 -22.33 2.37  -0.05
H -0.91 -30.74 7.08  0.34
H 10.02 -22.11 5.88  0.41
H 9.46 -20.57 5.84  0.37
H -1.80 -23.56 3.76  0.24
H 8.54 -21.75 6.79  0.29
H -3.17 -26.71 3.41  0.31
H 5.36 -21.52 5.30  0.11
H 5.21 -27.46 2.09  -0.13
H 4.68 -26.82 -0.40  -0.05
H 6.69 -18.75 -2.53  0.43
H 0.32 -23.88 5.62  0.05
H -1.88 -27.96 -2.04  0.36
H 1.14 -24.44 9.60  0.33

No. 3
# C42H76Br2F4IN5O10P2

A 6-piece molecular cluster, C42H76Br2F4IN5O10P2 overall (wB97M-V/def2-TZVPD, the Open Molecules 2025 dataset).

M = 1235.75 g/mol
total charge = 0
HOMO level = -8.720 eV
orbital gap = 8.72 eV
2S+1 = 1

Last column: Mulliken charge in e.
Element x y z (Å)
I 3.02 -0.10 1.25  -0.09
Br -9.10 0.05 -0.69  -0.10
Br -6.28 0.83 0.95  -0.02
P -2.38 -1.20 2.01  -0.39
P -2.16 -3.36 2.02  0.93
F -6.36 -1.77 1.91  -0.35
F 2.19 -3.29 2.02  -0.29
F -8.76 -0.65 1.92  -0.20
F -8.79 -2.46 0.59  -0.23
O 1.03 3.41 0.98  -0.11
O -2.39 -1.11 -0.84  0.32
O 0.24 -1.31 1.29  0.44
O -3.88 -1.21 -2.57  -0.55
O -1.76 1.73 1.62  0.11
O -1.25 3.97 0.01  -0.29
O -1.14 -3.77 3.08  -0.69
O -1.74 -4.02 0.51  -0.44
O -3.65 -4.07 2.49  -0.55
O 2.53 -0.73 -3.43  -0.50
N -10.32 4.94 0.64  -0.45
N 5.34 1.07 4.64  -0.49
N 7.09 -0.02 -0.47  -0.53
N -7.95 -1.48 -7.50  -0.43
N 11.41 -2.56 -3.62  -0.56
C 1.47 -1.70 -3.66  -0.53
C 1.28 -1.47 3.51  -0.70
C -6.72 -1.09 0.74  0.49
C 1.39 -2.83 -2.55  -0.44
C 0.35 -2.49 -1.35  0.19
C -8.33 -1.16 0.68  0.51
C 9.01 0.72 -3.28  -0.49
C -9.00 0.19 -5.72  -0.39
C -4.66 -2.25 -0.52  0.52
C 5.88 1.77 3.87  0.18
C 7.27 1.82 1.82  0.11
C -10.30 1.77 2.62  -0.91
C -3.77 -1.06 -1.12  -0.11
C -11.08 4.33 1.27  0.24
C 3.73 -2.49 3.82  -0.87
C -2.30 1.11 0.43  -0.86
C -11.31 2.76 3.18  -0.58
C 8.33 0.89 2.40  -1.19
C -7.89 0.97 -5.02  -0.53
C 2.22 -2.72 3.33  0.36
C -0.32 -0.47 0.26  -0.70
C 11.31 -5.76 -1.70  -1.16
C -0.39 5.09 -0.25  -0.63
C 9.61 -3.95 -2.24  -0.24
C -8.41 -0.75 -6.72  0.23
C -1.94 -0.43 0.33  1.53
C 10.07 -0.22 -2.70  -0.90
C -2.48 2.91 1.97  -0.44
C 8.32 1.57 -2.21  -0.42
C 10.30 -4.76 -1.15  -0.43
C -6.19 -1.75 -0.59  -0.95
C -12.05 3.54 2.09  -0.38
C 6.57 2.66 2.90  -0.32
C 1.09 -0.60 2.18  -0.70
C 10.62 -3.16 -3.02  0.30
C 1.05 4.08 3.44  -1.03
C -2.03 4.22 1.19  -0.34
C -6.91 0.08 -4.27  -0.82
C 7.63 0.68 -1.23  0.33
C 0.24 -0.92 -1.16  -0.88
C 1.06 4.73 0.39  -0.52
C 1.81 3.45 2.20  0.26
H -6.39 -0.60 -4.94  0.37
H 1.70 -0.81 4.34  0.40
H 10.56 -0.78 -3.50  0.43
H -0.07 4.03 3.38  0.11
H 0.63 0.38 2.52  0.59
H 10.84 0.35 -2.16  0.26
H -3.82 -3.85 3.43  0.33
H 5.84 3.33 2.43  0.19
H -2.00 1.65 -0.51  0.30
H 0.28 -1.85 3.90  0.21
H 8.89 -3.25 -1.80  0.21
H -12.04 2.22 3.79  0.33
H -7.43 -0.52 -3.51  0.11
H 1.34 3.57 4.42  0.35
H 8.82 0.33 1.60  0.31
H -0.28 -0.39 -2.03  0.28
H -6.15 0.68 -3.76  0.28
H -2.95 4.83 0.92  0.33
H 1.34 5.53 1.14  0.37
H 6.53 1.23 1.28  -0.05
H -0.64 -2.92 -1.69  -0.05
H -10.78 1.05 1.96  0.23
H -1.92 -4.98 0.56  0.32
H 7.74 2.49 1.10  0.24
H 9.55 -5.30 -0.57  0.32
H 11.76 -6.34 -0.89  0.35
H 9.63 -0.94 -2.01  0.09
H 9.07 -4.60 -2.92  0.34
H 1.74 -2.21 -4.64  0.32
H 2.73 4.08 1.98  0.41
H 9.05 2.19 -1.69  0.27
H 10.83 -6.46 -2.39  0.29
H -9.82 1.22 3.43  0.34
H 4.02 -1.40 3.78  0.03
H 10.82 -4.09 -0.46  0.29
H 1.38 5.17 3.55  0.31
H 4.46 -3.05 3.15  0.26
H -6.22 -0.96 -1.40  0.14
H 0.48 -1.18 -3.86  0.25
H -12.60 2.86 1.43  0.27
H -3.81 -0.97 2.13  -0.03
H 7.58 2.23 -2.68  0.36
H 1.81 -3.53 4.02  0.23
H 7.89 0.16 3.08  0.31
H 3.37 -1.09 -3.75  0.32
H -9.68 0.87 -6.24  0.32
H 1.31 -0.53 -1.19  0.36
H 0.75 -3.04 -0.45  -0.05
H -3.44 1.19 0.56  -0.26
H -0.28 5.21 -1.37  0.30
H -4.46 -2.50 0.55  -0.30
H -10.79 3.46 3.85  0.32
H 3.91 -2.88 4.87  0.33
H 1.78 4.70 -0.48  0.25
H 0.12 0.57 0.44  -0.16
H -0.81 6.06 0.16  0.33
H -9.58 -0.38 -5.00  0.23
H -3.08 -1.72 -2.81  0.30
H 1.10 -3.79 -3.09  0.43
H 8.27 0.12 -3.82  0.26
H -4.59 -3.17 -1.17  0.30
H -9.51 2.28 2.06  0.30
H -4.31 -0.10 -0.90  0.06
H -12.77 4.23 2.54  0.30
H 7.30 3.29 3.43  0.38
H 2.45 -2.96 -2.14  0.21
H 9.09 1.45 2.94  0.35
H -7.33 1.56 -5.76  0.31
H -2.26 3.10 3.07  0.37
H 12.12 -5.27 -2.23  0.35
H -6.85 -2.60 -0.93  0.48
H -8.34 1.68 -4.32  0.32
H 9.49 1.38 -4.01  0.34
H -1.43 4.87 1.91  0.37
H 2.19 2.43 2.51  -0.28
H -3.60 2.83 1.88  -0.01